Formula: C3H6N2O
Source: the OMol25 dataset
Level of theory: the ωB97M-V functional and the def2-TZVPD basis

Summary:
Spin multiplicity = 1
Total energy = -8235.16469 eV
HOMO-LUMO gap = 11.110 eV
SMILES = [H]/N=C/O/C(C)=N/[H]
Relative energy (zero: lowest compared OMol25 entry of this formula, charge and spin) = 148.0 kJ/mol
HOMO level = -10.15 eV

Each line ends with the natural charge from an NBO analysis.
Cartesian coordinates (Å):
O: 0.56 0.85 -0.10  -0.516
N: 2.51 -0.14 -0.79  -0.628
N: -0.16 -1.22 0.22  -0.723
C: -0.49 -0.01 0.02  0.578
C: 1.74 0.14 0.15  0.409
C: -1.85 0.62 -0.12  -0.691
H: -2.11 1.18 0.78  0.239
H: -0.92 -1.88 0.29  0.357
H: -1.89 1.31 -0.97  0.242
H: 1.86 -0.08 1.22  0.158
H: -2.60 -0.17 -0.27  0.227
H: 3.34 -0.60 -0.43  0.348